# C35H67IN8O11

A 8-piece molecular cluster, C35H67IN8O11 overall (wB97M-V/def2-TZVPD, OMol25).

The geometry in XYZ format:
```
122
Properties=species:S:1:pos:R:3:mulliken_charge:R:1
C 0.873 -0.525 1.410 -0.45
C 1.463 0.604 0.436 -0.72
C 0.508 1.867 0.210 -0.12
O -0.650 1.620 -0.631 -0.26
C -1.733 1.038 0.067 0.04
C -2.241 1.397 1.487 -0.61
C -3.483 0.688 2.118 0.69
C -3.898 1.120 3.599 -1.41
I -3.811 -0.639 4.898 0.11
C -5.304 1.919 3.682 -0.08
C -5.662 2.051 5.272 -1.04
C -4.183 -0.392 1.246 0.71
C -5.478 -1.176 1.778 -0.69
C -5.140 -2.674 2.283 -0.04
O -3.976 -3.143 2.357 -0.39
N -3.702 -0.700 -0.082 0.55
C -4.443 -1.773 -0.830 -0.11
O -3.914 -2.933 -0.814 -0.55
O -5.628 -1.586 -1.496 -0.70
C -2.550 -0.069 -0.699 -0.01
H 0.419 -0.094 2.378 0.01
H -0.017 -1.010 0.844 0.13
H 1.602 -1.391 1.618 0.28
H 1.851 0.144 -0.554 0.31
H 2.418 1.013 0.954 0.31
H 1.145 2.659 -0.347 0.14
H 0.284 2.321 1.234 0.24
H -1.658 2.216 2.054 0.17
H -3.096 1.853 3.989 0.61
H -6.151 1.414 3.105 0.26
H -5.103 2.979 3.280 0.34
H -4.652 2.134 5.833 0.27
H -6.301 2.985 5.461 0.36
H -6.196 1.105 5.647 0.25
H -5.894 -0.622 2.691 0.20
H -6.319 -1.210 0.985 0.49
H -6.044 -3.296 2.628 0.31
H -2.232 -0.359 -1.756 0.41
C 2.652 -0.978 6.306 -1.29
C 1.698 -1.235 5.173 0.77
O 2.080 -1.620 4.074 -0.59
N 0.372 -1.027 5.397 -0.01
C -0.267 -0.579 6.617 -0.72
H 3.671 -1.187 5.978 0.26
H 2.596 0.069 6.614 0.37
H 2.419 -1.633 7.148 0.36
H -0.209 -1.219 4.592 0.16
H -0.978 -1.342 6.929 0.12
H -0.806 0.347 6.401 0.23
H 0.449 -0.403 7.417 0.33
C 6.546 -5.265 4.059 -1.36
C 5.370 -4.362 4.312 0.90
O 4.820 -4.299 5.404 -0.64
N 4.919 -3.599 3.279 -0.03
C 5.430 -3.532 1.927 -0.94
H 6.790 -5.809 4.972 0.29
H 6.302 -5.991 3.280 0.36
H 7.417 -4.674 3.766 0.35
H 4.126 -3.017 3.523 0.14
H 5.732 -2.502 1.725 0.27
H 4.625 -3.809 1.243 0.29
H 6.279 -4.195 1.773 0.38
C -4.832 -4.248 -3.553 -1.03
C -4.258 -5.057 -4.683 0.63
O -3.585 -6.063 -4.492 -0.67
N -4.506 -4.640 -5.958 -0.15
C -5.271 -3.490 -6.388 -0.77
H -4.552 -4.700 -2.602 0.32
H -4.437 -3.231 -3.581 0.25
H -5.923 -4.233 -3.620 0.34
H -4.090 -5.231 -6.663 0.23
H -6.092 -3.839 -7.017 0.27
H -4.617 -2.844 -6.979 0.27
H -5.673 -2.925 -5.549 0.31
C 0.812 6.312 -3.604 -1.38
C 0.741 5.395 -2.414 0.91
O 1.667 5.284 -1.619 -0.65
N -0.398 4.672 -2.232 0.00
C -1.592 4.661 -3.050 -0.94
H 1.778 6.819 -3.616 0.27
H 0.713 5.736 -4.527 0.35
H 0.026 7.068 -3.542 0.44
H -0.372 4.080 -1.414 0.05
H -2.437 4.962 -2.428 0.29
H -1.755 3.641 -3.406 0.27
H -1.514 5.333 -3.903 0.39
C 4.355 3.875 -4.260 -1.31
C 3.921 4.494 -5.559 0.85
O 4.059 5.689 -5.790 -0.68
N 3.357 3.683 -6.497 -0.15
C 3.109 2.258 -6.417 -0.82
H 4.784 4.644 -3.616 0.27
H 3.496 3.435 -3.747 0.33
H 5.117 3.113 -4.443 0.42
H 3.091 4.169 -7.341 0.31
H 3.646 1.769 -7.233 0.24
H 2.037 2.089 -6.543 0.29
H 3.432 1.836 -5.468 0.32
C 6.899 3.064 -10.928 -1.32
C 5.864 2.903 -9.849 0.89
O 5.737 1.862 -9.216 -0.63
N 5.051 3.962 -9.582 -0.06
C 5.042 5.265 -10.211 -0.91
H 7.469 2.139 -11.026 0.30
H 6.415 3.274 -11.884 0.35
H 7.590 3.869 -10.669 0.35
H 4.383 3.779 -8.846 0.01
H 5.221 6.019 -9.441 0.29
H 4.055 5.429 -10.648 0.29
H 5.800 5.354 -10.987 0.38
C -1.613 -3.641 10.395 -1.41
C -2.016 -3.021 9.085 0.94
O -1.865 -1.826 8.856 -0.66
N -2.563 -3.831 8.138 -0.05
C -2.821 -5.253 8.217 -0.91
H -1.194 -2.873 11.047 0.30
H -2.486 -4.074 10.889 0.38
H -0.853 -4.407 10.230 0.37
H -2.808 -3.346 7.286 0.10
H -2.270 -5.747 7.415 0.30
H -3.891 -5.416 8.069 0.29
H -2.521 -5.674 9.174 0.36
```

Orbital gap = 7.12 eV
E = -2937.05351 a.u.